(1)
An isolated molecule of C17H25ClN2O3. Source: OMol25; level of theory: ωB97M-V with the def2-TZVPD basis set.

Values from the calculation:
gap between HOMO and LUMO: 8.78 eV
energy above the lowest of the compared OMol25 structures with the same formula, charge and spin: 35.8 kcal/mol
E: -39678.9425 eV

XYZ file:
```
48
Properties=species:S:1:pos:R:3:forces:R:3:nbo_charge:R:1
C 4.24183 -1.03349 -1.16848 -0.3 -0.1 -0.1 -0.630
C 2.83637 -0.94739 -1.78052 0.2 0.2 -0.2 -0.024
C 2.83475 0.07528 -2.92325 0.0 -0.4 0.1 -0.606
N 1.76171 -0.62153 -0.85672 -0.1 0.1 0.1 -0.481
C 2.05100 0.36589 0.15773 -0.2 0.2 0.0 -0.207
C 0.74499 0.91275 0.73460 0.3 0.0 0.0 -0.229
N -0.04835 -0.18358 1.25056 0.1 0.0 0.0 -0.450
C -1.19970 0.22217 2.04079 0.0 0.0 0.1 -0.229
C -2.24489 1.01847 1.29008 -0.1 -0.3 0.0 -0.077
C -2.05348 2.39671 1.12626 -0.3 0.3 -0.2 -0.261
C -2.96399 3.10387 0.38424 -0.4 -0.4 -0.1 0.287
C -4.07090 2.48318 -0.19684 0.5 0.1 0.3 0.238
C -4.29787 1.14018 -0.03886 -0.1 0.3 -0.1 -0.277
C -3.36219 0.42475 0.71247 0.2 0.4 0.1 -0.028
Cl -3.68346 -1.26085 0.93252 -0.1 -0.3 0.0 0.006
O -4.81387 3.41179 -0.87061 -0.1 -0.5 0.0 -0.474
C -4.14261 4.64249 -0.69713 -0.4 1.1 -0.5 0.236
O -2.98744 4.44088 0.08939 0.3 -0.2 0.3 -0.487
C -0.36433 -1.09465 0.16679 0.0 -0.3 -0.2 -0.245
C 0.93328 -1.70773 -0.37133 -0.2 -0.1 0.2 -0.019
C 1.59976 -2.60776 0.69063 -0.3 -0.1 -0.3 -0.464
C 0.81701 -3.88371 1.00461 0.6 -0.1 -0.1 -0.056
O -0.34866 -3.67624 1.76527 -0.4 0.1 0.4 -0.719
H 4.93949 -1.39677 -1.91935 0.1 0.0 0.0 0.213
H 4.58022 -0.05616 -0.83407 0.1 0.1 0.0 0.203
H 4.26700 -1.71451 -0.32191 0.1 -0.1 0.1 0.207
H 2.59219 -1.92675 -2.20804 0.0 0.1 0.1 0.192
H 3.54646 -0.21487 -3.69192 0.1 0.0 -0.1 0.202
H 3.10628 1.06175 -2.55671 0.1 0.2 0.0 0.197
H 1.84334 0.13308 -3.36340 -0.1 0.0 -0.1 0.216
H 2.66340 -0.03495 0.98196 0.0 0.1 0.0 0.166
H 2.59899 1.18984 -0.30321 0.0 0.0 0.1 0.201
H 0.21243 1.46387 -0.05905 0.1 0.0 0.0 0.173
H 0.97487 1.60198 1.55138 0.0 0.0 0.0 0.194
H -0.82390 0.82474 2.87329 -0.1 0.0 0.0 0.202
H -1.65031 -0.68702 2.44513 0.0 0.1 0.1 0.218
H -1.21422 2.89325 1.58309 0.2 0.1 0.1 0.227
H -5.15710 0.65573 -0.46949 -0.1 -0.1 0.0 0.242
H -3.85342 5.04626 -1.68056 0.0 -0.2 0.2 0.159
H -4.81128 5.35856 -0.19333 0.2 -0.2 -0.1 0.159
H -0.87595 -0.57690 -0.66195 0.0 0.0 0.0 0.175
H -1.00962 -1.88838 0.53951 0.0 0.1 0.0 0.237
H 0.67720 -2.33086 -1.23693 0.0 0.0 0.0 0.198
H 1.72535 -2.03380 1.61097 0.1 0.0 0.0 0.212
H 2.58392 -2.90697 0.32698 0.1 0.0 0.0 0.208
H 1.48174 -4.58410 1.53546 -0.1 0.0 -0.2 0.159
H 0.48294 -4.36597 0.08217 0.1 0.0 0.0 0.173
H -0.11897 -3.13251 2.52779 0.0 0.0 0.0 0.464
```
Positions in Å, forces in eV/Å.

(2)
An isolated molecule of C17H25ClN2O4S. Source: OMol25; level of theory: ωB97M-V with the def2-TZVPD basis set.

Values from the calculation:
gap between HOMO and LUMO: 9.84 eV
energy above the lowest of the compared OMol25 structures with the same formula, charge and spin: 5.5 kcal/mol
E: -52563.1854 eV

XYZ file:
```
50
Properties=species:S:1:pos:R:3:forces:R:3:nbo_charge:R:1
C 2.91254 1.91111 2.94995 -0.3 -0.2 -0.2 -0.628
C 1.83709 0.83819 2.91013 0.2 0.1 0.6 -0.081
O 1.19773 0.80558 1.63117 0.3 0.0 -0.2 -0.530
C -0.12045 1.00433 1.57738 -0.4 -0.1 0.0 0.829
O -0.80498 1.24751 2.53721 -0.1 0.0 0.1 -0.612
C -0.66029 0.85854 0.15412 -0.1 0.1 -0.2 -0.138
C -0.52452 2.21917 -0.57736 0.0 -0.1 0.2 -0.407
C 0.88077 2.73640 -0.65484 -0.1 0.2 0.0 -0.069
C 1.72545 2.33476 -1.68488 0.0 0.1 0.1 -0.139
C 3.02723 2.79200 -1.77212 0.1 -0.1 -0.1 -0.229
C 3.51156 3.68174 -0.82871 0.0 0.0 0.0 -0.206
C 2.68748 4.11318 0.19403 -0.1 0.0 0.0 -0.230
C 1.38754 3.63948 0.27574 0.2 0.0 -0.2 -0.022
Cl 0.38625 4.21212 1.57209 0.0 0.1 0.1 0.005
C -2.15304 0.50028 0.22614 0.2 -0.1 0.3 -0.410
C -2.35841 -0.89048 0.82386 -0.6 0.4 0.1 -0.237
N -1.61350 -1.90556 0.10652 -0.6 -0.5 -0.8 -0.685
S -2.29769 -2.40793 -1.32784 0.5 -0.6 0.4 2.438
O -3.71669 -2.45876 -1.14779 -0.2 0.0 0.2 -0.948
O -1.79521 -1.69246 -2.46467 0.1 -0.1 -0.1 -0.958
N -1.63057 -3.94922 -1.37796 -0.2 1.0 0.1 -0.667
C -2.18896 -4.78735 -0.34079 -0.2 -0.2 0.3 -0.429
C -1.66413 -4.54257 -2.69863 0.0 0.1 -0.4 -0.426
C -0.19852 -1.62056 0.00176 0.6 0.1 -0.3 -0.223
C 0.08338 -0.24578 -0.60671 0.0 -0.1 0.2 -0.443
H 3.47204 1.82502 3.87724 0.1 0.0 0.1 0.216
H 2.46477 2.89880 2.90028 0.0 0.1 0.0 0.217
H 3.59113 1.79181 2.10900 0.1 0.0 0.0 0.214
H 2.27962 -0.15284 3.05641 -0.1 0.1 0.0 0.181
H 1.07718 1.01629 3.67765 0.2 -0.1 -0.1 0.214
H -1.15611 2.94561 -0.06255 0.0 0.0 -0.1 0.236
H -0.91264 2.08339 -1.58882 0.0 0.0 0.0 0.227
H 1.34537 1.65722 -2.43438 -0.1 -0.1 -0.1 0.209
H 3.66130 2.45918 -2.57984 0.1 0.0 -0.1 0.216
H 4.52519 4.04735 -0.89032 0.1 0.0 0.0 0.218
H 3.04594 4.81767 0.92831 0.0 0.1 0.1 0.227
H -2.67850 1.23292 0.83979 0.0 0.0 -0.1 0.236
H -2.57016 0.50916 -0.78266 0.0 0.1 -0.1 0.217
H -3.40889 -1.17647 0.76856 0.0 0.1 0.2 0.241
H -2.03526 -0.90764 1.86873 0.0 -0.1 -0.1 0.214
H -2.11216 -4.24270 0.59639 0.0 -0.2 0.1 0.228
H -3.24180 -5.02024 -0.53282 0.0 -0.1 0.0 0.194
H -1.61385 -5.71053 -0.28057 0.0 0.0 0.0 0.205
H -2.66898 -4.88563 -2.96949 0.0 0.0 0.0 0.185
H -0.97389 -5.38590 -2.72618 0.0 0.0 0.0 0.205
H -1.34421 -3.78179 -3.40563 0.0 -0.2 -0.2 0.236
H 0.22917 -2.40625 -0.62226 0.2 0.1 0.2 0.231
H 0.22865 -1.69130 1.00744 0.0 -0.1 0.0 0.201
H 1.15664 -0.05805 -0.59378 0.0 0.0 -0.1 0.236
H -0.27062 -0.25883 -1.63829 0.1 0.1 0.0 0.239
```
Positions in Å, forces in eV/Å.

(3)
A structure of composition C17H25ClN2Pb. Source: OMol25; level of theory: ωB97M-V with the def2-TZVPD basis set.

Values from the calculation:
net charge: +2
gap between HOMO and LUMO (spin up / spin down): 5.55 / 5.62 eV
energy above the lowest of the compared OMol25 structures with the same formula, charge and spin: 0.0 kcal/mol
E: -38764.9073 eV

XYZ file:
```
46
Properties=species:S:1:pos:R:3:forces:R:3:nbo_charge:R:1
C -3.91996 0.14282 -5.35162 0.6 -0.5 0.9 0.652
C -4.87019 -0.61969 -4.51816 -0.1 -0.2 0.4 -0.765
C -3.83177 1.59246 -5.19702 0.2 0.3 0.2 -0.768
C -2.82296 -0.58582 -6.00930 0.3 -0.2 0.1 -0.765
Cl -1.04230 -0.04039 -1.49747 -0.5 0.3 -0.9 -0.711
H -4.38583 2.16978 -5.95198 -0.1 -0.3 -0.1 0.335
H -2.78733 1.90642 -5.26659 -0.1 0.1 -0.2 0.276
H -4.22986 1.88390 -4.22176 -0.1 0.1 -0.2 0.275
H -5.83403 -0.86397 -5.01361 0.4 0.2 -0.1 0.332
H -5.11109 -0.05101 -3.60963 -0.2 0.0 -0.4 0.274
H -4.41596 -1.56966 -4.19941 -0.3 0.2 -0.4 0.273
H -2.99616 -0.81092 -7.07988 -0.2 0.2 0.3 0.332
H -2.64495 -1.54070 -5.49692 -0.2 0.1 -0.3 0.273
H -1.89892 0.00144 -5.95078 -0.2 0.0 -0.3 0.275
C -0.56373 0.78195 3.15232 0.3 0.8 -0.2 -0.049
C -0.44971 1.86345 2.22528 -0.6 -0.2 -1.1 -0.349
C -1.37272 1.62806 1.17536 1.4 1.3 1.0 -0.146
H 0.22525 2.71969 2.29327 -0.4 -0.4 0.1 0.246
C -2.06786 0.39296 1.45665 0.1 -1.8 1.9 -0.245
C -1.54892 -0.13422 2.68517 -1.3 0.0 -2.3 -0.346
H -1.88776 -1.05150 3.16356 0.1 0.4 0.0 0.251
H -0.01222 0.68804 4.08351 -0.1 0.0 -0.2 0.227
H -1.54494 2.28440 0.31133 0.1 -0.5 0.6 0.243
H -2.85618 -0.06771 0.84749 0.4 0.4 0.4 0.247
C 3.03537 -0.89351 -0.40584 -1.6 -0.1 -2.1 -0.303
C 3.33132 0.16156 0.50661 -0.1 1.5 -0.1 -0.051
C 2.66119 1.35355 0.07096 -0.4 -0.5 -0.3 -0.350
H 4.00294 0.09305 1.36047 -0.2 0.0 -0.3 0.226
C 1.94478 1.03349 -1.10658 0.7 1.6 1.2 -0.126
C 2.17429 -0.35398 -1.41841 1.5 -2.1 1.3 -0.306
H 1.79073 -0.90212 -2.28099 0.2 0.3 0.3 0.253
H 3.40528 -1.91865 -0.35585 -0.1 0.4 -0.1 0.254
H 2.69410 2.33052 0.57166 0.0 -0.6 -0.4 0.251
H 1.34329 1.74043 -1.69024 0.3 -0.5 0.3 0.247
Pb 0.14634 -1.21619 0.34305 0.1 -0.4 0.6 1.462
C 2.70194 -1.81136 5.66739 -0.7 -0.5 0.4 -0.398
N 3.04546 -0.92741 4.54335 0.3 0.0 -0.1 -0.465
C 4.40164 -0.33494 4.56554 0.2 0.6 -0.2 -0.404
C 2.35545 -1.09067 3.43511 -0.7 -0.7 -1.2 0.579
N 1.70063 -1.34180 2.48448 1.4 0.8 1.9 -0.576
H 3.52858 -1.78372 6.38758 -0.3 -0.2 -0.3 0.232
H 2.51363 -2.84104 5.30752 0.3 0.5 0.3 0.218
H 1.79787 -1.45318 6.17769 0.2 -0.1 -0.1 0.218
H 5.04252 -0.72084 3.76271 -0.3 0.1 0.1 0.213
H 4.37567 0.76997 4.53419 -0.1 -0.6 -0.1 0.223
H 4.87710 -0.61294 5.50975 -0.2 0.0 -0.2 0.235
```
Positions in Å, forces in eV/Å.

- Which of these has the highest E?
  C17H25ClN2Pb